Density functional theory data (ωB97M-V with the def2-TZVPD basis set) for C6H9N in the gas phase in a non-equilibrium geometry.

Calculated values
Energy relative to the best compared isomer or geometry (same formula, charge and spin) in kcal/mol: 101.85
SMILES string: C[C@H]1C[C@H]1C1=NC1
Highest occupied orbital energy in eV: -8.825
E_LUMO in eV: 1.02
Net charge: 0
Frontier orbital gap in eV: 9.85

CARTESIAN COORDINATES (ANGSTROEM)
C 1.40 -0.76 0.87
C 1.21 0.11 -0.36
C 0.05 -0.18 -1.25
C 0.10 1.10 -0.40
C -0.99 0.98 0.54
N -1.74 1.42 1.43
C -1.96 -0.03 0.38
H 0.46 -1.00 1.37
H 1.88 -1.70 0.58
H 2.03 -0.25 1.61
H 2.11 0.42 -0.85
H 0.01 -0.01 -2.31
H -0.43 -1.13 -0.98
H 0.27 2.05 -0.90
H -2.60 0.02 -0.51
H -1.81 -1.04 0.77

=====

Density functional theory data (ωB97M-V with the def2-TZVPD basis set) for C5H4N2 in the gas phase in a non-equilibrium geometry.

Calculated values
Energy relative to the best compared isomer or geometry (same formula, charge and spin) in kcal/mol: 82.41
Highest occupied orbital energy (spin up / spin down) in eV: -7.743 / -7.665
E_LUMO (spin up / spin down) in eV: -0.39 / -0.42
Net charge: 0
Frontier orbital gap (spin up / spin down) in eV: 7.35 / 7.24

CARTESIAN COORDINATES (ANGSTROEM)
C -2.41 -1.06 1.47
C -1.47 -0.84 0.75
C -0.28 -0.61 0.03
N -0.06 0.50 -0.65
C 1.13 1.01 -1.03
C 2.28 0.55 -0.37
N 3.18 0.16 0.25
H -3.22 -1.27 2.14
H 0.57 -1.28 0.14
H -0.88 1.06 -0.89
H 1.16 1.81 -1.76

=====

Density functional theory data (ωB97M-V with the def2-TZVPD basis set) for C4H5FN2O4 in the gas phase in a non-equilibrium geometry.

Calculated values
Energy relative to the best compared isomer or geometry (same formula, charge and spin) in kcal/mol: 76.03
SMILES string: [H]/N=C\OCOC(F)=C=[N+]([O-])O
Highest occupied orbital energy in eV: -9.838
E_LUMO in eV: 0.35
Net charge: 0
Frontier orbital gap in eV: 10.19

CARTESIAN COORDINATES (ANGSTROEM)
H 3.61 -0.13 -0.87
N 2.88 0.38 -1.31
C 1.79 0.69 -0.81
O 1.29 0.16 0.34
C 0.50 1.04 1.09
O -0.41 1.69 0.26
C -1.47 0.93 -0.18
F -2.41 1.72 -0.73
C -1.61 -0.37 -0.17
N -1.69 -1.57 0.21
O -2.05 -2.07 1.27
O -1.33 -2.48 -0.79
H 1.13 1.27 -1.31
H 0.95 1.85 1.58
H 0.18 0.32 1.79
H -1.35 -3.44 -0.36

=====

Density functional theory data (ωB97M-V with the def2-TZVPD basis set) for C47H27Cl4IN6Y as an isolated structure in a non-equilibrium geometry.

Calculated values
Energy relative to the best compared isomer or geometry (same formula, charge and spin) in kcal/mol: 0.00
Highest occupied orbital energy (spin up / spin down) in eV: -9.739 / -9.737
E_LUMO (spin up / spin down) in eV: -4.52 / -4.52
Net charge: +1
Frontier orbital gap (spin up / spin down) in eV: 5.22 / 5.21

CARTESIAN COORDINATES (ANGSTROEM)
Y 0.36 0.54 -0.60
Cl -8.14 4.92 -0.48
C -6.64 4.09 -0.50
C -5.58 4.60 -1.25
C -4.37 3.97 -1.25
C -4.18 2.79 -0.52
C -5.27 2.28 0.21
C -6.48 2.93 0.27
C -2.84 2.10 -0.53
C -2.73 0.97 -1.42
C -3.81 0.39 -2.19
C -3.27 -0.70 -2.89
C -1.88 -0.79 -2.56
C -0.97 -1.87 -2.95
C -1.54 -2.91 -3.85
C -1.64 -2.64 -5.22
C -2.10 -3.62 -6.07
C -2.58 -4.84 -5.56
Cl -3.24 -6.02 -6.60
C -2.56 -5.08 -4.18
C -2.03 -4.13 -3.34
C 0.39 -2.09 -2.52
N 1.11 -1.30 -1.63
C 2.33 -1.93 -1.32
C 3.28 -1.45 -0.32
C 4.50 -2.29 -0.15
C 5.75 -1.85 -0.65
C 6.86 -2.65 -0.60
C 6.78 -3.88 0.06
Cl 8.17 -4.88 0.15
C 5.58 -4.34 0.57
C 4.45 -3.57 0.45
C 3.21 -0.27 0.57
C 3.99 -0.06 1.74
C 3.51 1.07 2.40
C 2.38 1.57 1.66
N 2.28 0.77 0.51
C 1.42 2.59 2.09
C 0.09 2.89 1.58
C -0.90 3.76 2.16
C -2.07 3.61 1.42
C -1.84 2.65 0.38
N -0.51 2.30 0.46
C 1.80 3.35 3.32
C 2.68 4.43 3.18
C 3.03 5.20 4.28
C 2.52 4.90 5.54
Cl 2.93 5.88 6.87
C 1.66 3.81 5.70
C 1.26 3.08 4.60
C 2.40 -3.16 -2.08
C 1.22 -3.24 -2.84
N -1.57 0.25 -1.70
H -5.73 5.53 -1.81
H -3.56 4.35 -1.87
H -5.10 1.34 0.78
H -7.30 2.55 0.87
H -4.86 0.72 -2.21
H -3.85 -1.35 -3.54
H -1.38 -1.66 -5.60
H -2.07 -3.52 -7.16
H -2.96 -6.04 -3.83
H -1.96 -4.32 -2.27
H 5.80 -0.85 -1.10
H 7.80 -2.34 -1.05
H 5.55 -5.32 1.06
H 3.49 -3.96 0.80
H 4.86 -0.66 2.06
H 3.91 1.49 3.34
H -0.77 4.40 3.04
H -3.02 4.12 1.57
H 3.12 4.66 2.20
H 3.75 6.03 4.19
H 1.24 3.60 6.68
H 0.54 2.27 4.72
H 3.26 -3.84 -2.12
H 0.97 -4.07 -3.51
I -2.47 -4.24 2.83
C -1.46 -2.45 2.35
C -0.93 -1.50 3.23
N -0.31 -0.56 2.46
N -0.46 -0.81 1.13
C -1.16 -1.96 1.06
H -0.98 -1.51 4.33
H 0.23 0.23 2.87
H -1.40 -2.44 0.12

=====

Density functional theory data (ωB97M-V with the def2-TZVPD basis set) for C4H6O2 in the gas phase in a non-equilibrium geometry.

Calculated values
Energy relative to the best compared isomer or geometry (same formula, charge and spin) in kcal/mol: 29.73
SMILES string: CC(=O)CC=O
Highest occupied orbital energy in eV: -9.731
E_LUMO in eV: 0.72
Net charge: 0
Frontier orbital gap in eV: 10.45

CARTESIAN COORDINATES (ANGSTROEM)
C 1.25 -0.63 -0.60
C -0.25 -0.85 -0.41
O -0.89 -1.59 -1.11
C -0.82 -0.03 0.78
C -0.55 1.40 0.38
O -0.43 1.65 -0.80
H 1.58 0.39 -0.41
H 1.77 -1.29 0.09
H 1.52 -0.89 -1.63
H -0.46 -0.45 1.73
H -1.90 0.13 0.84
H -0.80 2.16 1.14

=====

Density functional theory data (ωB97M-V with the def2-TZVPD basis set) for a 10-piece molecular cluster, C5H29NO11 overall in a non-equilibrium geometry.

Calculated values
Energy relative to the best compared isomer or geometry (same formula, charge and spin) in kcal/mol: 143.69
SMILES string: CN(C)C(=O)CCO.O.O.O.O.O.O.O.O.O
Highest occupied orbital energy in eV: -8.925
E_LUMO in eV: -0.09
Net charge: 0
Frontier orbital gap in eV: 8.83

CARTESIAN COORDINATES (ANGSTROEM)
C -0.63 2.49 2.60
N -0.87 1.91 1.25
C -1.29 0.50 1.26
C 0.12 2.33 0.21
O 0.61 3.39 0.45
C 0.08 1.59 -1.05
C 1.43 2.03 -1.64
O 2.47 1.73 -0.75
H 0.39 1.81 2.92
H -0.51 3.55 2.55
H -1.46 2.25 3.27
H -2.17 0.37 0.54
H -1.81 0.29 2.19
H -0.46 -0.12 1.28
H 0.02 0.44 -0.95
H -0.92 1.76 -1.56
H 1.62 1.27 -2.42
H 1.37 3.04 -1.92
H 2.46 2.23 0.09
O -2.61 3.06 -1.19
H -2.74 2.91 -0.20
H -2.56 4.08 -1.18
O -0.67 -1.43 -4.78
H -0.53 -0.57 -4.57
H 0.14 -1.81 -4.38
O 1.19 -1.35 0.49
H 1.76 -0.62 0.85
H 1.52 -1.54 -0.39
O 1.07 -4.07 2.04
H 0.68 -3.75 2.89
H 2.02 -3.75 2.12
O -0.34 -3.00 -0.64
H -0.99 -2.60 -0.01
H 0.33 -3.42 -0.09
O 2.39 -4.30 -1.08
H 1.71 -3.94 -0.55
H 2.56 -3.59 -1.67
O 0.27 -0.94 4.27
H 1.05 -1.10 4.90
H -0.31 -1.72 4.39
O -4.26 1.27 0.94
H -3.85 2.01 1.38
H -5.00 1.54 0.33
O 1.37 -2.06 -2.47
H 0.93 -2.53 -3.19
H 0.68 -1.86 -1.91

=====

Please write out number 2 again, unchanged.
Density functional theory data (ωB97M-V with the def2-TZVPD basis set) for C5H4N2 in the gas phase in a non-equilibrium geometry.

Calculated values
Energy relative to the best compared isomer or geometry (same formula, charge and spin) in kcal/mol: 82.41
Highest occupied orbital energy (spin up / spin down) in eV: -7.743 / -7.665
E_LUMO (spin up / spin down) in eV: -0.39 / -0.42
Net charge: 0
Frontier orbital gap (spin up / spin down) in eV: 7.35 / 7.24

CARTESIAN COORDINATES (ANGSTROEM)
C -2.41 -1.06 1.47
C -1.47 -0.84 0.75
C -0.28 -0.61 0.03
N -0.06 0.50 -0.65
C 1.13 1.01 -1.03
C 2.28 0.55 -0.37
N 3.18 0.16 0.25
H -3.22 -1.27 2.14
H 0.57 -1.28 0.14
H -0.88 1.06 -0.89
H 1.16 1.81 -1.76

=====

> Among the records above, which one has the highest net charge?

C47H27Cl4IN6Y

=====

> Number 3 is which compound?

C4H5FN2O4